ORCA calculation (wB97M-V/def2-TZVPD) on a 14-piece molecular cluster, C5H39NO14 overall.

Results
- Frontier orbital gap: 8.78 eV
- LUMO level: 0.13 eV
- Calculated total energy: -35973.1088 eV
- F_max: 2.6 eV/Å
- Relative energy (zero: lowest compared OMol25 entry of this formula, charge and spin): 3.451 eV

Cartesian coordinates (Å):
C -1.766 -1.395 0.245
C -2.627 -2.536 -0.324
C -0.315 -1.888 0.330
N 0.560 -0.697 0.513
C 1.771 -0.885 1.271
C 2.982 -0.748 0.334
O 3.231 0.627 0.065
H -2.194 -0.967 1.144
H -1.738 -0.504 -0.380
H -3.003 -2.341 -1.331
H -2.128 -3.499 -0.271
H -3.569 -2.601 0.223
H -0.200 -2.521 1.209
H -0.019 -2.268 -0.643
H 0.067 0.099 0.922
H 1.951 -0.332 2.197
H 1.887 -1.881 1.728
H 3.915 -1.217 0.659
H 2.650 -1.291 -0.552
H 2.937 0.887 -0.812
H -0.878 -1.805 -3.041
H -2.203 -1.370 -3.844
O -1.354 -1.102 -3.492
H -3.715 3.020 -1.941
H -2.340 2.388 -2.389
O -2.992 2.441 -1.689
H -1.034 2.262 2.042
H 0.463 2.138 1.871
O -0.320 1.598 2.059
H 2.271 -2.288 -2.291
H 1.737 -1.735 -3.532
O 1.447 -2.257 -2.776
H -1.134 4.274 -0.638
H 0.037 5.156 -1.026
O -0.824 4.857 -1.338
H -2.245 2.985 -0.063
H -3.208 3.096 1.063
O -2.262 3.113 0.909
H 0.169 -2.213 4.687
H -0.742 -1.671 3.527
O -0.279 -2.470 3.880
H -0.088 -4.446 -0.634
H 1.340 -4.892 -1.081
O 0.575 -5.133 -0.561
H -1.995 0.134 4.142
H -0.992 0.165 2.873
O -1.719 -0.301 3.335
H 1.879 1.125 -3.406
H 1.274 0.690 -2.108
O 2.049 0.508 -2.689
H -0.992 0.550 -2.739
H -0.705 0.185 -1.357
O -0.499 0.911 -1.969
H 1.192 2.960 -0.357
H 2.094 3.088 0.858
O 1.290 3.479 0.451
H 3.722 2.712 2.730
H 3.494 1.476 1.901
O 3.096 2.329 2.104